#w
The following is a quantum chemistry calculation of 2 unconnected molecules or ions with the total composition C2H4OS, from the OMol25 dataset.

Values from the calculation:
**E_HOMO (alpha / beta)**: -9.32 / -8.98 eV
**Kohn-Sham gap (alpha / beta)**: 7.859 / 7.413 eV

Each line ends with the Mulliken charge.
Positions of all 8 atoms, in Å:
C (0.693, 0.375, 0.173)  -0.059
C (1.018, -0.839, -0.185)  -0.403
O (-2.984, 1.290, 0.020)  -0.324
S (-2.315, 0.007, 0.293)  0.278
H (1.460, 1.233, 0.263)  0.217
H (-0.368, 0.600, 0.089)  -0.110
H (0.346, -1.652, -0.343)  0.224
H (2.151, -1.015, -0.311)  0.177

#x
The following is a quantum chemistry calculation of 2 unconnected molecules or ions with the total composition C2H4OS, from the OMol25 dataset.

Values from the calculation:
**E_HOMO**: -8.68 eV
**Kohn-Sham gap**: 9.188 eV

Each line ends with the Mulliken charge.
Positions of all 8 atoms, in Å:
C (-1.104, -0.903, 0.287)  -0.343
C (-0.761, -0.149, -1.009)  -0.183
O (1.490, 0.861, 0.040)  -0.559
S (-1.823, 0.730, -0.154)  -0.010
H (-1.567, -1.851, 0.232)  0.307
H (-0.226, -0.864, 0.912)  0.211
H (2.173, 0.344, -0.182)  0.278
H (1.819, 1.832, -0.126)  0.299

Q: Which of them is the most stable? A: #w.

#w
The following is a quantum chemistry calculation of a molecular structure, C38H58BMgN7O2P2S, from the OMol25 dataset.

Values from the calculation:
**E_HOMO**: -6.58 eV
**Kohn-Sham gap**: 6.584 eV

Each line ends with the Mulliken charge.
Positions of all 110 atoms, in Å:
Mg (-0.400, 0.627, 0.210)  1.554
C (0.490, -0.892, 4.548)  -2.127
C (-1.050, -0.827, 4.487)  2.108
C (-1.603, -2.013, 5.282)  -1.816
C (-1.496, 0.490, 5.140)  -1.875
P (-1.477, -0.709, 2.661)  0.944
C (-1.042, -2.443, 2.143)  -2.525
N (-0.716, -2.543, 0.734)  0.438
B (-0.445, -1.472, -0.236)  1.500
N (-0.242, -2.244, -1.473)  0.465
C (-0.166, -1.766, -2.850)  -2.329
P (0.613, -0.086, -2.991)  1.020
C (2.423, -0.484, -3.411)  2.034
C (3.222, 0.703, -2.836)  -1.691
C (2.847, -1.764, -2.681)  -1.667
C (2.795, -0.649, -4.883)  -1.910
C (-0.302, 0.567, -4.494)  2.025
C (-0.301, -0.291, -5.762)  -1.805
C (0.256, 1.969, -4.792)  -1.901
C (-1.765, 0.735, -4.025)  -1.878
C (-0.358, -3.615, -1.229)  0.723
C (-0.259, -4.704, -2.079)  -0.792
C (-0.408, -5.987, -1.543)  -0.868
C (-0.658, -6.170, -0.189)  -0.871
C (-0.777, -5.071, 0.669)  -0.643
C (-0.628, -3.800, 0.138)  0.067
C (-3.343, -0.656, 2.393)  2.052
C (-4.206, -1.402, 3.405)  -2.021
C (-3.748, 0.831, 2.374)  -1.129
C (-3.627, -1.223, 0.992)  -1.788
H (0.835, -0.447, 5.489)  0.610
H (0.972, -0.353, 3.728)  0.372
H (0.852, -1.922, 4.523)  0.376
H (-1.041, -2.094, 6.220)  0.534
H (-1.482, -2.960, 4.748)  0.223
H (-2.652, -1.898, 5.541)  0.357
H (-1.188, 0.507, 6.193)  0.568
H (-2.582, 0.610, 5.111)  0.271
H (-1.050, 1.354, 4.638)  0.184
H (-1.883, -3.106, 2.373)  0.735
H (-0.207, -2.782, 2.762)  0.844
H (-1.169, -1.698, -3.274)  0.680
H (0.378, -2.483, -3.463)  0.370
H (3.086, 0.781, -1.756)  0.080
H (2.894, 1.652, -3.275)  0.355
H (4.291, 0.573, -3.047)  0.531
H (2.440, -1.823, -1.672)  0.003
H (3.941, -1.794, -2.611)  0.518
H (2.527, -2.660, -3.218)  0.363
H (2.565, 0.233, -5.480)  0.318
H (2.300, -1.511, -5.331)  0.342
H (3.877, -0.816, -4.953)  0.484
H (0.629, -0.214, -6.321)  0.354
H (-1.110, 0.046, -6.423)  0.535
H (-0.484, -1.348, -5.541)  0.194
H (1.282, 1.940, -5.170)  0.263
H (0.249, 2.589, -3.891)  0.210
H (-0.364, 2.461, -5.552)  0.528
H (-2.324, -0.198, -4.116)  0.378
H (-2.261, 1.473, -4.668)  0.573
H (-1.852, 1.073, -2.989)  0.187
H (-0.079, -4.574, -3.139)  0.432
H (-0.330, -6.849, -2.195)  0.386
H (-0.772, -7.172, 0.206)  0.389
H (-0.980, -5.216, 1.724)  0.478
H (-4.212, -0.909, 4.379)  0.322
H (-3.892, -2.439, 3.539)  0.269
H (-5.239, -1.415, 3.039)  0.522
H (-3.503, 1.341, 3.311)  0.220
H (-4.831, 0.910, 2.221)  0.591
H (-3.251, 1.354, 1.551)  -0.231
H (-3.455, -2.301, 0.936)  0.223
H (-3.029, -0.738, 0.218)  0.050
H (-4.683, -1.040, 0.758)  0.639
C (0.358, 5.568, -1.817)  -1.763
C (0.305, 4.152, -1.315)  0.702
N (1.349, 3.529, -0.913)  0.718
O (2.495, 4.345, -1.010)  -0.603
C (-1.006, 3.426, -1.314)  -0.274
C (-2.245, 4.043, -1.881)  -2.412
N (-1.031, 2.244, -0.806)  1.114
O (-2.152, 1.531, -0.715)  -1.011
H (1.042, 6.164, -1.218)  0.457
H (-0.627, 6.027, -1.809)  0.489
H (0.735, 5.582, -2.844)  0.265
H (3.196, 3.719, -0.800)  0.344
H (-2.111, 4.325, -2.930)  0.366
H (-2.544, 4.943, -1.334)  0.483
H (-3.049, 3.312, -1.814)  0.420
N (2.927, 1.936, 2.820)  0.139
C (3.535, 0.729, 2.495)  0.865
C (4.738, 0.145, 2.882)  -1.233
C (4.987, -1.130, 2.407)  -0.555
C (4.061, -1.805, 1.592)  -1.368
C (2.869, -1.217, 1.218)  -0.195
C (2.622, 0.079, 1.667)  -0.597
N (1.510, 0.897, 1.464)  0.888
C (1.715, 1.957, 2.203)  -0.366
C (0.717, 3.013, 2.374)  -1.030
C (0.913, 4.307, 2.729)  -0.322
S (-0.589, 5.109, 2.746)  -0.234
C (-1.380, 3.652, 2.304)  -0.497
N (-0.585, 2.643, 2.138)  0.406
H (3.260, 2.614, 3.482)  0.245
H (5.440, 0.656, 3.529)  0.453
H (5.909, -1.628, 2.685)  0.400
H (4.284, -2.812, 1.260)  0.513
H (2.131, -1.739, 0.620)  0.465
H (1.839, 4.831, 2.921)  0.429
H (-2.456, 3.608, 2.155)  0.378

#x
The following is a quantum chemistry calculation of a molecular structure, C38H58BMgN7O2P2S, from the OMol25 dataset.

Values from the calculation:
**E_HOMO**: -6.42 eV
**Kohn-Sham gap**: 6.453 eV

Each line ends with the Mulliken charge.
Positions of all 110 atoms, in Å:
Mg (-0.475, 0.636, 0.193)  2.512
C (2.833, 2.130, 2.938)  -2.206
C (1.674, 1.893, 3.927)  2.008
C (2.262, 1.324, 5.222)  -1.770
C (1.022, 3.250, 4.215)  -1.879
P (0.459, 0.807, 2.999)  0.809
C (1.361, -0.814, 3.080)  -2.503
N (0.982, -1.703, 2.002)  0.355
B (0.204, -1.394, 0.799)  0.979
N (0.131, -2.706, 0.148)  0.488
C (-0.668, -3.101, -1.004)  -2.392
P (-1.042, -1.675, -2.132)  1.397
C (0.334, -1.793, -3.406)  2.292
C (0.438, -0.405, -4.058)  -1.382
C (1.634, -2.057, -2.641)  -2.299
C (0.201, -2.860, -4.491)  -2.153
C (-2.635, -2.295, -2.903)  1.984
C (-2.626, -3.705, -3.504)  -1.774
C (-3.078, -1.281, -3.965)  -1.906
C (-3.667, -2.280, -1.758)  -1.986
C (0.798, -3.669, 0.898)  0.659
C (0.975, -5.028, 0.693)  -0.721
C (1.719, -5.752, 1.628)  -0.855
C (2.265, -5.131, 2.743)  -0.859
C (2.078, -3.764, 2.963)  -0.663
C (1.335, -3.045, 2.041)  0.106
C (-1.067, 0.495, 4.040)  1.989
C (-0.829, 0.374, 5.545)  -1.924
C (-2.065, 1.628, 3.748)  -1.338
C (-1.702, -0.813, 3.541)  -1.779
H (3.404, 3.011, 3.253)  0.657
H (2.476, 2.305, 1.923)  0.304
H (3.522, 1.283, 2.909)  0.350
H (3.126, 1.929, 5.518)  0.532
H (2.614, 0.297, 5.103)  0.228
H (1.552, 1.344, 6.047)  0.326
H (1.769, 3.928, 4.641)  0.562
H (0.204, 3.169, 4.930)  0.283
H (0.631, 3.705, 3.299)  0.162
H (1.169, -1.297, 4.045)  0.735
H (2.435, -0.600, 3.057)  0.869
H (-1.624, -3.517, -0.674)  0.641
H (-0.163, -3.903, -1.550)  0.391
H (0.650, 0.360, -3.304)  -0.401
H (-0.488, -0.115, -4.563)  0.426
H (1.248, -0.402, -4.797)  0.541
H (1.713, -1.442, -1.749)  0.209
H (2.487, -1.828, -3.289)  0.600
H (1.720, -3.102, -2.330)  0.328
H (-0.661, -2.697, -5.139)  0.361
H (0.123, -3.864, -4.064)  0.316
H (1.095, -2.840, -5.124)  0.510
H (-2.119, -3.751, -4.468)  0.352
H (-3.660, -4.034, -3.661)  0.532
H (-2.156, -4.432, -2.837)  0.198
H (-2.404, -1.257, -4.825)  0.261
H (-3.128, -0.272, -3.548)  0.209
H (-4.075, -1.552, -4.333)  0.551
H (-3.569, -3.163, -1.122)  0.447
H (-4.674, -2.305, -2.189)  0.565
H (-3.589, -1.405, -1.113)  0.175
H (0.542, -5.526, -0.166)  0.427
H (1.867, -6.815, 1.480)  0.388
H (2.838, -5.712, 3.455)  0.395
H (2.504, -3.281, 3.834)  0.472
H (-0.534, 1.323, 5.995)  0.313
H (-0.065, -0.370, 5.784)  0.274
H (-1.758, 0.056, 6.029)  0.513
H (-1.671, 2.613, 4.004)  0.241
H (-2.974, 1.467, 4.340)  0.561
H (-2.348, 1.627, 2.692)  -0.067
H (-1.080, -1.685, 3.757)  0.212
H (-1.902, -0.791, 2.467)  -0.023
H (-2.659, -0.944, 4.058)  0.709
C (-3.039, 3.233, -3.844)  -1.785
C (-2.231, 2.465, -2.839)  0.514
N (-0.986, 2.246, -2.994)  0.978
O (-0.553, 2.841, -4.182)  -0.630
C (-2.898, 1.907, -1.627)  -0.155
C (-4.371, 2.047, -1.406)  -2.266
N (-2.144, 1.310, -0.772)  0.722
O (-2.626, 0.826, 0.372)  -1.031
H (-2.479, 4.089, -4.218)  0.435
H (-3.979, 3.572, -3.418)  0.487
H (-3.262, 2.597, -4.705)  0.283
H (0.328, 2.469, -4.270)  0.363
H (-4.948, 1.658, -2.249)  0.410
H (-4.668, 3.092, -1.266)  0.405
H (-4.635, 1.489, -0.509)  0.419
N (2.676, 3.362, -1.138)  0.074
C (3.525, 2.264, -1.069)  0.875
C (4.883, 2.109, -1.329)  -1.104
C (5.420, 0.862, -1.075)  -0.640
C (4.639, -0.187, -0.562)  -1.094
C (3.291, -0.027, -0.312)  0.131
C (2.729, 1.217, -0.600)  -0.261
N (1.425, 1.676, -0.418)  0.416
C (1.457, 2.949, -0.704)  -0.551
C (0.292, 3.803, -0.480)  -0.817
C (-0.031, 4.992, -1.051)  -0.235
S (-1.533, 5.514, -0.432)  -0.228
C (-1.623, 4.112, 0.542)  -0.416
N (-0.611, 3.311, 0.431)  0.285
H (2.935, 4.313, -1.331)  0.254
H (5.496, 2.922, -1.697)  0.452
H (6.475, 0.693, -1.259)  0.415
H (5.109, -1.140, -0.352)  0.523
H (2.685, -0.813, 0.121)  0.126
H (0.494, 5.541, -1.818)  0.419
H (-2.474, 3.910, 1.184)  0.401

Q: Which of them is the most stable? A: #x.

#w
The following is a quantum chemistry calculation of a molecular structure, C6H4, from the OMol25 dataset.

Values from the calculation:
**E_HOMO**: -8.91 eV
**Kohn-Sham gap**: 8.637 eV

Each line ends with the Mulliken charge.
Positions of all 10 atoms, in Å:
C (-0.496, -0.670, 0.550)  -0.248
C (-2.659, -0.790, -0.239)  -0.436
C (-1.890, 0.192, 0.137)  0.321
C (0.009, 0.770, 0.358)  0.300
C (0.768, -0.333, -0.236)  -0.567
C (-1.149, 1.429, -0.056)  -0.553
H (-0.409, -1.384, 1.425)  0.340
H (1.696, -0.804, 0.184)  0.231
H (1.011, -0.579, -1.334)  0.220
H (-1.183, 2.408, -0.479)  0.392

#x
The following is a quantum chemistry calculation of a single C6H4 molecule, from the OMol25 dataset.

Values from the calculation:
**E_HOMO (alpha / beta)**: -8.62 / -8.44 eV
**Kohn-Sham gap (alpha / beta)**: 7.058 / 6.895 eV

Each line ends with the Mulliken charge.
Positions of all 10 atoms, in Å:
C (1.068, 2.845, 2.052)  -0.234
C (0.359, 1.938, 1.462)  0.326
C (0.528, 0.588, 2.044)  -0.764
C (0.318, -0.041, 0.735)  0.565
C (-0.113, 1.307, 0.174)  -0.314
C (0.214, -1.276, 0.223)  -0.659
H (-1.286, 1.422, 0.159)  0.197
H (0.380, 1.597, -0.791)  0.293
H (0.206, -2.147, 0.912)  0.266
H (0.172, -1.418, -0.780)  0.323

#y
The following is a quantum chemistry calculation of a single C6H4 molecule, from the OMol25 dataset.

Values from the calculation:
**E_HOMO**: -8.74 eV
**Kohn-Sham gap**: 8.824 eV

Each line ends with the Mulliken charge.
Positions of all 10 atoms, in Å:
C (2.310, 0.837, -0.031)  0.171
C (1.466, -0.043, -0.072)  -0.335
C (0.464, -1.031, 0.007)  -0.611
C (-0.870, -1.040, -0.041)  -0.363
C (-1.565, 0.084, -0.157)  -0.128
C (-1.918, 1.227, 0.039)  -0.253
H (2.985, 1.669, -0.063)  0.405
H (0.879, -1.969, 0.238)  0.327
H (-1.480, -1.934, -0.026)  0.376
H (-2.270, 2.200, 0.107)  0.411

#z
The following is a quantum chemistry calculation of a single C6H4 molecule, from the OMol25 dataset.

Values from the calculation:
**E_HOMO**: -8.76 eV
**Kohn-Sham gap**: 8.673 eV

Each line ends with the Mulliken charge.
Positions of all 10 atoms, in Å:
C (2.567, 0.457, 0.021)  -0.606
C (1.512, -0.451, -0.089)  -0.741
C (0.114, -0.207, -0.059)  0.540
C (-1.136, -0.115, -0.073)  0.629
C (-2.483, 0.109, -0.126)  -0.593
C (-3.704, 0.122, 0.029)  -0.344
H (3.571, 0.037, 0.045)  0.245
H (2.542, 1.545, -0.078)  0.277
H (1.779, -1.572, 0.151)  0.199
H (-4.762, 0.074, 0.179)  0.393

Q: Which of them is the most stable? A: #z.